(1)
Formula: C28H39CoN7O3SSe2
Source: the Open Molecules 2025 dataset
Level of theory: the ωB97M-V functional and the def2-TZVPD basis

Summary:
Gap between HOMO and LUMO (spin up / spin down) (eV): 5.9 / 6.0
LUMO level (spin up / spin down) (Ha): 0.000 / 0.006
HOMO energy (spin up / spin down) (eV): -5.94 / -5.90

Geometry as ORCA input:
```
! RIJCOSX wB97M-V def2-TZVPD def2/J DEFGRID3
* xyz 0 2
Co 0.146 0.058 1.499
C -1.097 3.190 -1.379
C -2.170 2.153 -1.281
C -3.267 2.217 -2.141
C -4.294 1.309 -1.992
C -4.188 0.344 -1.009
C -3.032 0.300 -0.227
N -2.060 1.194 -0.356
C -2.877 -0.786 0.798
C -3.874 -1.760 0.863
C -3.858 -2.707 1.860
C -2.811 -2.698 2.754
C -1.785 -1.782 2.577
N -1.817 -0.821 1.629
C -0.604 -1.850 3.486
C -0.359 -2.973 4.267
C 0.716 -2.950 5.135
C 1.485 -1.806 5.217
C 1.201 -0.729 4.384
C 1.994 0.533 4.459
N 0.193 -0.783 3.505
H -1.233 3.794 -2.278
H -0.112 2.728 -1.379
H -1.132 3.833 -0.500
H -3.310 2.994 -2.893
H -5.175 1.356 -2.620
H -5.007 -0.343 -0.863
H -4.673 -1.779 0.141
H -4.654 -3.435 1.942
H -2.785 -3.398 3.573
H -0.971 -3.858 4.177
H 0.944 -3.813 5.748
H 2.313 -1.739 5.909
H 2.823 0.432 5.158
H 1.351 1.359 4.765
H 2.369 0.784 3.472
O 4.746 3.608 2.272
C 4.410 3.563 0.891
C 3.189 2.646 0.655
C 3.013 2.723 -0.872
O 1.975 1.973 -1.464
C 3.594 1.256 1.146
Se 2.398 -0.287 0.882
C 2.041 3.265 1.461
Se 0.314 2.370 1.821
H 5.566 4.098 2.369
H 5.256 3.175 0.311
H 4.175 4.571 0.523
H 3.975 2.441 -1.327
H 2.822 3.767 -1.140
H 1.902 1.103 -1.022
H 3.838 1.322 2.204
H 4.510 0.960 0.628
H 1.750 4.201 0.977
H 2.430 3.510 2.446
C 0.266 -5.903 -0.112
N 0.532 -4.706 0.653
C 0.110 -3.449 0.327
N -0.764 -3.336 -0.729
O 0.473 -2.482 0.980
H 0.641 -6.762 0.439
H 0.754 -5.895 -1.092
H -0.807 -6.044 -0.251
H 1.246 -4.719 1.362
H -0.732 -4.068 -1.421
H -0.719 -2.401 -1.131
S 0.167 -0.652 -1.928
C -0.409 0.105 -3.308
N -1.439 -0.368 -4.047
C -1.833 0.157 -5.347
C -0.690 0.968 -5.933
C -0.233 1.982 -4.897
N 0.131 1.277 -3.683
H -1.796 -1.256 -3.741
H -2.725 0.786 -5.247
H -2.088 -0.678 -6.001
H -1.005 1.462 -6.851
H 0.143 0.301 -6.165
H -1.036 2.701 -4.699
H 0.634 2.540 -5.249
H 0.885 1.608 -3.087
*
```

These are the Löwdin partial charges, in e, on atoms 1 to 6:
1. Co -0.048
2. C -0.056
3. C -0.314
4. C -0.038
5. C -0.065
6. C -0.028

=====

(2)
Formula: C17H37N2O3S
Source: the Open Molecules 2025 dataset
Level of theory: the ωB97M-V functional and the def2-TZVPD basis

Summary:
Gap between HOMO and LUMO (eV): 4.5
LUMO level (Ha): 0.102
Energy above the lowest of the compared OMol25 structures with the same formula, charge and spin (kJ/mol): 91.6
HOMO energy (eV): -1.74

Geometry as ORCA input:
```
! RIJCOSX wB97M-V def2-TZVPD def2/J DEFGRID3
* xyz -1 1
C 2.524 -2.148 3.367
C 3.084 -0.955 2.493
S 2.911 -1.417 0.721
C 1.700 -0.291 -0.117
C 0.620 -1.050 -0.965
O -0.709 -0.872 -0.328
C -0.929 -2.004 0.483
C -1.715 -1.646 1.808
C -1.851 -3.031 2.570
C -0.769 -0.740 2.666
C -1.077 0.787 2.599
C -2.572 1.162 2.849
C -0.190 1.479 3.723
H 2.250 -1.823 4.397
H 1.592 -2.559 2.927
H 3.250 -2.980 3.442
H 4.128 -0.802 2.825
H 2.488 -0.057 2.755
H 2.270 0.315 -0.862
H 1.187 0.430 0.561
H 0.540 -0.577 -1.984
H -1.472 -2.841 -0.019
H 0.053 -2.417 0.806
H -2.703 -1.197 1.606
H -1.463 -2.976 3.607
H -2.897 -3.395 2.583
H -1.209 -3.780 2.054
H -0.702 -1.021 3.737
H 0.251 -0.866 2.243
H -0.759 1.259 1.647
H -3.067 0.566 3.636
H -3.134 1.171 1.893
H -2.584 2.223 3.198
H 0.574 0.730 4.036
H 0.384 2.342 3.329
H -0.778 1.734 4.624
C 0.570 4.267 0.748
O 1.159 5.184 1.290
N 0.058 4.308 -0.503
C -0.636 3.175 -1.089
C 0.210 5.522 -1.279
H 0.403 3.302 1.252
H -0.111 2.861 -1.993
H -1.657 3.471 -1.343
H -0.671 2.337 -0.392
H 1.271 5.747 -1.399
H -0.263 6.353 -0.752
H -0.250 5.401 -2.258
C 0.536 -0.635 -5.485
O 0.183 0.149 -4.629
N 0.113 -1.919 -5.600
C 0.584 -2.789 -6.654
C -0.842 -2.433 -4.634
H 1.258 -0.351 -6.269
H -0.265 -3.123 -7.257
H 1.079 -3.658 -6.214
H 1.292 -2.265 -7.297
H -1.748 -1.826 -4.669
H -0.410 -2.361 -3.631
H -1.087 -3.471 -4.854
*
```

These are the Löwdin partial charges, in e, on atoms 1 to 6:
1. C -0.207
2. C -0.558
3. S 0.764
4. C -0.559
5. C -0.311
6. O -0.253